{
  "formula": "C22H24N3O2PdS3",
  "method": "wB97M-V/def2-TZVPD",
  "charge": 3,
  "e_tot_ev": -67727.801,
  "largest_force_ev_per_a": 1.42,
  "relative_energy_kcal_mol": 0.0,
  "gap_ev": 6.332,
  "symbols": ["Pd", "C", "C", "S", "C", "C", "S", "C", "C", "S", "H", "H", "H", "H", "H", "H", "H", "H", "H", "H", "H", "H", "C", "O", "C", "C", "C", "C", "C", "C", "N", "N", "C", "C", "C", "C", "O", "C", "N", "C", "C", "C", "C", "H", "H", "H", "H", "H", "H", "H", "H", "H", "H", "H", "H"],
  "coordinates": [[0.3771, 0.6122, -0.0156], [2.3533, 2.3509, -1.8313], [1.4994, 3.4542, -1.2404], [-0.0688, 2.7730, -0.5852], [-0.2290, 3.5739, 1.0391], [0.8839, 3.3190, 2.0485], [1.1550, 1.5594, 2.4276], [2.9235, 1.3537, 2.0847], [3.4234, 1.6661, 0.6802], [2.4933, 0.9139, -0.7138], [1.9314, 1.9547, -2.7549], [3.3643, 2.6972, -2.0515], [2.0046, 3.9955, -0.4438], [1.2331, 4.1754, -2.0136], [-0.3411, 4.6435, 0.8483], [-1.1914, 3.2131, 1.4064], [1.8264, 3.7626, 1.7299], [0.6026, 3.8167, 2.9766], [3.4869, 1.9796, 2.7779], [3.1310, 0.3179, 2.3566], [3.4530, 2.7388, 0.4996], [4.4419, 1.2920, 0.5683], [-2.5576, -8.2332, 7.6155], [-2.5366, -8.7716, 6.2677], [-2.5962, -8.0198, 5.2195], [-2.7165, -6.5935, 5.2667], [-2.7738, -5.8932, 4.1091], [-2.7130, -6.5794, 2.8548], [-2.6414, -8.0092, 2.8192], [-2.5627, -8.7088, 3.9726], [-2.8407, -5.9671, 1.6877], [-2.9364, -4.8149, 1.3537], [-2.5838, -3.6227, 1.0655], [-3.6235, -2.6089, 0.9450], [-3.3324, -1.3167, 0.7281], [-1.9575, -0.9073, 0.5568], [-1.6384, 0.2858, 0.4221], [-0.9048, -1.9386, 0.4994], [0.3270, -1.5039, 0.1533], [1.2985, -2.3972, 0.0181], [1.0888, -3.7613, 0.2182], [-0.1623, -4.2099, 0.5786], [-1.1901, -3.2761, 0.7343], [-2.3071, -9.0739, 8.2516], [-3.5597, -7.8724, 7.8390], [-1.8105, -7.4494, 7.7177], [-2.7921, -6.0882, 6.2176], [-2.9004, -4.8176, 4.1261], [-2.6461, -8.5022, 1.8561], [-2.5025, -9.7880, 3.9931], [-4.6472, -2.9430, 1.0586], [-4.0992, -0.5577, 0.6553], [2.2685, -2.0256, -0.2854], [1.9090, -4.4495, 0.0705], [-0.3467, -5.2687, 0.7088]],
  "forces_ev_per_angstrom": [[-0.39, -0.18, -0.14], [-0.03, -0.01, 0.00], [-0.03, 0.00, -0.09], [0.16, 0.08, 0.06], [0.00, 0.04, -0.03], [0.00, -0.02, -0.02], [0.10, 0.14, 0.18], [-0.05, -0.05, -0.04], [-0.04, 0.01, -0.01], [0.22, 0.06, -0.03], [-0.03, -0.02, 0.03], [0.00, -0.01, 0.00], [0.00, -0.03, 0.02], [0.00, 0.01, 0.02], [0.00, 0.00, 0.00], [0.00, -0.01, -0.01], [0.01, -0.01, 0.02], [0.01, 0.00, -0.01], [0.02, -0.03, 0.01], [-0.01, 0.00, 0.00], [-0.03, 0.00, 0.00], [0.01, 0.03, 0.01], [-0.01, 0.00, 0.01], [0.06, 0.02, -0.10], [-0.02, -0.06, 0.05], [-0.01, 0.05, -0.02], [0.10, 0.02, 0.07], [-0.35, 0.11, -0.04], [0.01, -0.07, 0.02], [-0.03, 0.00, -0.03], [0.64, -0.38, -0.71], [-0.57, 0.52, 1.19], [0.16, -0.37, -0.56], [-0.09, 0.11, -0.08], [-0.01, -0.09, 0.04], [0.10, 0.07, 0.03], [-0.03, -0.07, -0.13], [-0.03, -0.08, -0.07], [0.06, 0.01, 0.17], [0.02, 0.01, -0.05], [-0.01, 0.00, -0.03], [-0.01, 0.03, 0.04], [0.10, 0.09, 0.05], [-0.03, 0.01, 0.01], [0.02, 0.02, 0.01], [0.00, -0.01, 0.01], [0.00, 0.01, 0.00], [0.01, 0.00, 0.02], [0.00, -0.01, 0.00], [0.02, 0.00, -0.02], [-0.01, 0.02, 0.03], [0.00, 0.01, 0.05], [0.01, 0.00, 0.03], [0.01, -0.01, 0.00], [0.01, 0.00, 0.03]]
}

---

{
  "formula": "C22H24N4O4",
  "method": "wB97M-V/def2-TZVPD",
  "charge": 0,
  "e_tot_ev": -37353.301,
  "smiles": "CN(C)CCOc1cc(-c2cn[nH]c2)ccc1NC(=O)[C@@H]1COc2ccccc2O1",
  "largest_force_ev_per_a": 0.85,
  "relative_energy_kcal_mol": 58.3,
  "gap_ev": 8.515,
  "symbols": ["C", "N", "C", "H", "H", "H", "C", "H", "C", "H", "H", "O", "C", "C", "C", "C", "C", "C", "N", "C", "O", "C", "C", "H", "O", "C", "C", "C", "C", "C", "C", "O", "H", "H", "H", "H", "H", "H", "H", "H", "H", "C", "C", "N", "N", "C", "H", "H", "H", "H", "H", "H", "H", "H"],
  "coordinates": [[-2.2126, -5.0880, 1.3931], [-2.2131, -4.2480, 0.2118], [-3.5373, -4.1878, -0.3733], [-4.2745, -3.7183, 0.2981], [-3.5052, -3.6274, -1.3052], [-3.8703, -5.1993, -0.5987], [-1.6782, -2.9272, 0.4900], [-2.4275, -2.2649, 0.9579], [-1.1274, -2.2699, -0.7826], [-0.3314, -2.8969, -1.1913], [-1.9015, -2.1587, -1.5484], [-0.5145, -1.0285, -0.5097], [-1.2970, 0.0646, -0.2357], [-2.6720, 0.1201, -0.3627], [-3.3741, 1.2925, -0.0750], [-2.6676, 2.4159, 0.3420], [-1.2919, 2.3767, 0.4686], [-0.5953, 1.2121, 0.1855], [0.7925, 1.0922, 0.2945], [1.6984, 2.0132, 0.6665], [1.4804, 3.1683, 0.9672], [3.1369, 1.4738, 0.6698], [3.9909, 2.2806, -0.3152], [3.9662, 3.3405, -0.0612], [5.3353, 1.8689, -0.2588], [5.4870, 0.5069, -0.2600], [6.7442, -0.0213, -0.5277], [6.9323, -1.3890, -0.5664], [5.8642, -2.2449, -0.3491], [4.6144, -1.7314, -0.0620], [4.4209, -0.3579, -0.0026], [3.1651, 0.1052, 0.3226], [3.7701, -2.3755, 0.1269], [6.0055, -3.3136, -0.3932], [7.9130, -1.7873, -0.7758], [7.5558, 0.6654, -0.7069], [3.5927, 2.1337, -1.3296], [3.5535, 1.6131, 1.6801], [1.1442, 0.1664, 0.0723], [-0.7442, 3.2456, 0.7926], [-3.1949, 3.3253, 0.5821], [-4.8217, 1.3191, -0.2075], [-5.6537, 2.4206, -0.3178], [-6.9121, 1.9508, -0.4141], [-6.9621, 0.6230, -0.3675], [-5.7152, 0.2236, -0.2469], [-5.4977, -0.8231, -0.1757], [-7.7634, 2.4812, -0.5115], [-5.4387, 3.4688, -0.3512], [-3.2269, -0.7398, -0.6997], [-0.8452, -3.0279, 1.1901], [-1.1948, -5.1808, 1.7681], [-2.5710, -6.0791, 1.1195], [-2.8523, -4.6947, 2.1981]],
  "forces_ev_per_angstrom": [[0.05, 0.01, -0.06], [0.08, 0.09, -0.02], [0.08, -0.01, -0.04], [-0.02, 0.01, 0.03], [-0.10, 0.02, -0.06], [-0.08, -0.01, -0.05], [0.13, 0.16, -0.18], [0.06, -0.07, 0.05], [-0.18, -0.51, 0.07], [-0.16, 0.04, 0.03], [0.08, 0.01, 0.01], [0.00, 0.56, 0.19], [0.12, 0.23, 0.07], [0.07, -0.02, -0.03], [0.43, 0.20, 0.09], [-0.15, -0.31, -0.11], [0.13, 0.02, -0.01], [-0.26, -0.01, -0.03], [-0.06, -0.66, -0.19], [0.45, -0.34, -0.03], [0.04, 0.20, 0.07], [0.24, 0.70, 0.06], [-0.56, 0.08, 0.05], [-0.07, -0.15, -0.02], [0.31, -0.30, 0.13], [-0.09, -0.03, -0.05], [-0.18, 0.08, 0.05], [0.07, 0.04, -0.03], [-0.05, -0.07, 0.02], [-0.03, 0.21, 0.00], [0.10, -0.02, 0.02], [0.12, -0.15, -0.11], [-0.11, -0.08, 0.04], [0.01, -0.10, 0.00], [0.09, -0.03, -0.02], [0.10, 0.10, -0.03], [0.04, 0.03, 0.08], [-0.14, -0.04, -0.14], [0.08, 0.22, 0.06], [0.04, 0.02, 0.01], [-0.05, 0.11, 0.06], [-0.57, 0.23, -0.06], [0.32, -0.26, 0.00], [0.10, 0.16, 0.03], [-0.71, -0.47, -0.07], [0.11, 0.44, 0.01], [0.04, -0.25, 0.02], [0.14, -0.13, 0.02], [0.05, 0.23, -0.01], [-0.01, -0.15, -0.04], [-0.04, 0.04, -0.02], [0.01, -0.04, 0.07], [-0.01, -0.06, 0.06], [-0.02, 0.01, 0.03]]
}

---

{
  "formula": "C22H24N6Os",
  "method": "wB97M-V/def2-TZVPD",
  "multiplicity": 5,
  "charge": 4,
  "e_tot_ev": -34568.681,
  "largest_force_ev_per_a": 0.67,
  "relative_energy_kcal_mol": 0.0,
  "s_squared": 6.03,
  "gap_ev": [8.418, 4.316],
  "symbols": ["Os", "C", "C", "C", "C", "C", "C", "C", "N", "N", "C", "C", "C", "C", "C", "C", "N", "C", "C", "C", "C", "C", "C", "N", "H", "H", "H", "H", "H", "H", "H", "H", "H", "H", "H", "H", "H", "H", "H", "H", "H", "H", "H", "H", "N", "C", "C", "N", "C", "H", "H", "H", "H"],
  "coordinates": [[0.1169, -0.2774, -0.4498], [-1.0376, 2.4988, -0.8372], [-2.1786, 2.0716, 0.0676], [-2.7762, 0.7485, -0.3262], [-4.1549, 0.5945, -0.2983], [-4.7533, -0.5309, -0.8307], [-3.9428, -1.4907, -1.4368], [-2.5862, -1.3197, -1.3940], [-1.9770, -0.2479, -0.7987], [0.2551, 1.8228, -0.4981], [1.2754, 2.1148, -1.5647], [2.4547, 1.2127, -1.3449], [3.7513, 1.5683, -1.6449], [4.7802, 0.6723, -1.3778], [4.4796, -0.5542, -0.7882], [3.1670, -0.8541, -0.5168], [2.1542, 0.0005, -0.8039], [0.7925, 2.3169, 0.8222], [0.3400, 1.4876, 1.9881], [0.2664, 2.0061, 3.2639], [-0.0600, 1.1605, 4.3177], [-0.3102, -0.1831, 4.0575], [-0.2333, -0.6287, 2.7587], [0.0862, 0.1875, 1.7312], [-1.2678, 2.2556, -1.8748], [-0.8786, 3.5771, -0.7815], [-1.9038, 2.0806, 1.1246], [-2.9624, 2.8233, -0.0265], [-4.7606, 1.3946, 0.1074], [-5.8308, -0.6378, -0.8240], [-4.3662, -2.3429, -1.9509], [-1.9420, -2.0173, -1.9044], [0.8156, 1.9284, -2.5376], [1.5617, 3.1675, -1.5334], [3.9605, 2.5400, -2.0747], [5.8062, 0.9357, -1.6047], [5.2588, -1.2595, -0.5319], [2.9008, -1.7797, -0.0216], [1.8819, 2.2652, 0.7807], [0.5239, 3.3673, 0.9387], [0.4652, 3.0563, 3.4388], [-0.1193, 1.5456, 5.3280], [-0.5626, -0.8728, 4.8513], [-0.4263, -1.6678, 2.5248], [0.7104, -4.4915, -1.3680], [-0.2070, -4.6644, -0.4198], [-0.5663, -3.3181, 0.0037], [0.1545, -2.4298, -0.6919], [0.9342, -3.1607, -1.5341], [1.1688, -5.2391, -1.8968], [-0.5765, -5.6340, -0.0968], [-1.3130, -3.0446, 0.7370], [1.6312, -2.7539, -2.2575]],
  "forces_ev_per_angstrom": [[-0.04, 0.67, -0.05], [0.04, 0.04, 0.00], [0.00, -0.04, 0.07], [0.11, -0.07, -0.10], [-0.06, 0.05, -0.02], [-0.02, -0.01, -0.01], [-0.06, 0.01, -0.01], [0.06, 0.19, 0.07], [-0.15, -0.21, -0.03], [-0.01, -0.14, -0.16], [-0.02, -0.01, 0.02], [-0.02, -0.10, 0.04], [0.06, 0.02, -0.03], [0.00, 0.00, 0.01], [0.04, 0.02, -0.02], [-0.08, 0.05, -0.02], [0.12, -0.05, 0.01], [0.03, -0.02, -0.02], [-0.01, -0.04, -0.03], [-0.01, 0.01, 0.10], [0.00, 0.02, -0.02], [0.00, 0.00, 0.04], [0.00, 0.02, -0.09], [0.02, -0.03, 0.18], [-0.01, 0.02, -0.02], [0.01, 0.01, 0.04], [0.03, 0.03, 0.01], [-0.03, -0.01, 0.01], [0.00, 0.00, 0.00], [-0.01, 0.00, 0.00], [0.00, 0.00, 0.01], [0.03, -0.04, 0.01], [-0.01, 0.00, -0.02], [0.01, 0.02, 0.02], [0.00, -0.01, 0.00], [0.00, 0.00, -0.01], [0.00, 0.01, 0.00], [-0.02, 0.00, 0.01], [0.02, 0.03, -0.01], [-0.04, 0.00, 0.02], [0.01, -0.01, -0.01], [0.00, 0.00, 0.01], [0.00, 0.01, 0.00], [0.00, 0.01, -0.02], [0.00, 0.02, 0.02], [-0.08, 0.22, 0.05], [-0.03, -0.31, -0.03], [0.15, -0.56, -0.07], [-0.04, 0.20, 0.04], [0.00, 0.03, -0.01], [0.00, 0.06, 0.02], [0.01, -0.05, 0.00], [-0.01, -0.04, 0.01]]
}

---

{
  "formula": "C22H24N9NaO2S2",
  "method": "wB97M-V/def2-TZVPD",
  "charge": 0,
  "e_tot_ev": -66798.114,
  "largest_force_ev_per_a": 0.32,
  "relative_energy_kcal_mol": 18.1,
  "gap_ev": 6.905,
  "symbols": ["Na", "C", "C", "N", "N", "C", "N", "S", "C", "C", "C", "C", "C", "N", "H", "H", "H", "H", "H", "H", "H", "H", "H", "H", "O", "C", "C", "C", "C", "C", "C", "C", "O", "N", "N", "C", "C", "C", "C", "C", "C", "N", "H", "H", "H", "H", "H", "H", "H", "H", "H", "H", "N", "C", "N", "S", "H", "H", "H", "H"],
  "coordinates": [[0.1759, -0.6819, -0.1102], [-3.7086, 0.2969, 1.8627], [-2.4156, -0.4421, 1.6661], [-2.1597, -1.1630, 0.6451], [-3.1488, -1.3130, -0.2745], [-2.8858, -1.7472, -1.5405], [-4.0193, -1.9637, -2.2622], [-1.3807, -1.9390, -2.1893], [-1.3406, -0.3412, 2.6921], [-1.6509, -0.0451, 4.0149], [-0.6277, 0.0209, 4.9471], [0.6715, -0.1972, 4.5284], [0.8876, -0.4861, 3.1880], [-0.0861, -0.5658, 2.2912], [-3.9717, 0.8176, 0.9389], [-3.6201, 1.0549, 2.6347], [-4.5286, -0.3737, 2.1363], [-4.0714, -0.9538, -0.0759], [-4.8704, -2.2259, -1.7921], [-3.8779, -2.3351, -3.1852], [-2.6749, 0.1161, 4.3201], [-0.8464, 0.2413, 5.9837], [1.5052, -0.1467, 5.2144], [1.8906, -0.6593, 2.8153], [1.0088, 4.9107, -0.9148], [-0.0526, 4.6730, -1.7363], [-0.6572, 5.7207, -2.4275], [-1.7663, 5.4951, -3.2248], [-2.2953, 4.2167, -3.3259], [-1.6951, 3.1822, -2.6270], [-0.5625, 3.3782, -1.8430], [0.0130, 2.1637, -1.1598], [-0.7986, 1.3657, -0.6374], [1.3458, 2.0760, -1.2397], [1.7814, 0.9162, -0.7106], [3.0338, 0.7990, -0.4920], [3.5336, -0.3910, 0.1981], [4.8336, -0.3768, 0.7130], [5.2872, -1.4508, 1.4531], [4.4360, -2.5257, 1.6638], [3.1715, -2.4760, 1.1006], [2.7181, -1.4461, 0.3812], [1.2077, 5.8517, -0.9397], [-0.2510, 6.7225, -2.3290], [-2.2176, 6.3217, -3.7589], [-3.1649, 4.0287, -3.9417], [-2.0937, 2.1765, -2.6761], [3.7226, 1.6232, -0.6788], [5.4615, 0.4864, 0.5357], [6.2891, -1.4492, 1.8640], [4.7415, -3.3908, 2.2353], [2.4769, -3.3030, 1.2088], [1.6845, -3.4030, -1.8352], [0.8452, -4.3813, -1.4555], [0.3563, -5.1611, -2.4416], [0.4352, -4.6550, 0.1430], [1.8333, -3.1921, -2.8074], [1.9707, -2.7125, -1.1523], [0.4428, -4.9088, -3.4106], [-0.3211, -5.8530, -2.1801]],
  "forces_ev_per_angstrom": [[-0.02, -0.11, 0.00], [0.00, 0.03, -0.01], [-0.04, -0.02, -0.01], [-0.01, 0.08, -0.02], [0.02, -0.02, -0.02], [0.03, 0.04, 0.04], [-0.03, 0.01, 0.00], [0.00, -0.05, -0.06], [0.05, -0.01, 0.06], [-0.01, -0.01, -0.01], [0.03, 0.00, 0.00], [-0.02, 0.00, 0.01], [0.02, -0.01, -0.02], [-0.06, 0.05, 0.05], [0.00, 0.01, 0.00], [0.01, -0.01, 0.01], [0.00, 0.00, -0.01], [0.00, 0.01, -0.02], [0.00, 0.00, 0.01], [0.00, 0.00, 0.00], [0.00, 0.00, 0.00], [0.00, 0.00, 0.00], [0.00, 0.00, 0.00], [0.00, 0.00, -0.01], [0.00, -0.02, -0.01], [0.02, 0.03, 0.03], [-0.01, -0.02, 0.00], [0.01, -0.01, 0.01], [-0.02, 0.02, -0.02], [0.02, -0.02, 0.01], [-0.01, -0.03, 0.00], [-0.28, 0.13, -0.08], [0.14, -0.10, 0.02], [0.10, -0.02, -0.03], [-0.14, 0.00, 0.06], [0.08, 0.03, 0.14], [0.07, 0.02, 0.01], [0.00, -0.03, 0.01], [-0.01, 0.03, -0.02], [-0.01, -0.02, 0.01], [0.00, 0.01, -0.01], [0.11, -0.02, -0.04], [0.00, 0.02, 0.00], [0.00, 0.00, 0.00], [0.00, 0.00, 0.00], [0.00, 0.00, 0.00], [0.00, 0.00, -0.01], [0.00, -0.02, -0.08], [0.00, 0.00, 0.00], [0.00, 0.00, 0.00], [0.00, 0.00, 0.00], [0.02, -0.01, 0.02], [0.00, 0.06, -0.03], [-0.02, 0.02, 0.06], [0.08, -0.09, -0.05], [-0.06, -0.01, 0.03], [-0.01, 0.00, 0.00], [0.02, -0.02, 0.00], [-0.02, 0.02, 0.00], [-0.03, 0.02, -0.01]]
}